CH4 | ωB97M-V with the def2-TZVPD basis set

Last column: Löwdin charge in e.
Element x y z (Å)
1 C -0.01855 0.02254 -0.01642  -0.077
2 H 0.38631 0.90018 -0.50529  -0.003
3 H 0.69400 -0.20404 0.84930  0.032
4 H 0.04011 -0.87267 -0.66222  0.009
5 H -1.10186 0.15399 0.33463  0.038

Computed properties:
Net charge = 0
SMILES string = C
Kohn-Sham gap = 0.5218 hartree
ΔE to the lowest compared entry with this formula, charge and spin = 3.21 kcal/mol